1.
{
  "formula": "C4H9NOP",
  "method": "the ωB97M-V functional and the def2-TZVPD basis",
  "orbital_gap_ev": 9.4822,
  "energy_ha": -628.804910,
  "charge": 1,
  "homo_ev": -14.033,
  "de_lowest_kj_mol": 244.72,
  "smiles": "C=[N+]=[PH2]C(=O)CC",
  "elements": ["P", "O", "N", "C", "C", "C", "C", "H", "H", "H", "H", "H", "H", "H", "H", "H"],
  "coordinates": [[-0.957, -0.661, -1.142], [0.133, -1.703, 1.093], [-2.321, -0.171, -0.450], [1.630, -0.377, -0.308], [2.577, -0.030, 0.872], [-2.997, -0.285, 0.597], [0.434, -1.138, 0.098], [-0.496, 0.503, -1.616], [2.625, 1.077, 1.025], [2.563, -0.468, 1.919], [1.321, 0.412, -0.944], [3.644, -0.162, 0.471], [-2.633, -0.855, 1.538], [2.165, -1.048, -1.019], [-4.023, 0.112, 0.537], [-1.249, -1.551, -2.101]],
  "atomic_forces_ev_per_a": [[0.1, -0.1, 2.4], [0.0, -0.4, 0.2], [-0.7, -0.1, -0.8], [1.6, -2.0, 1.5], [2.8, 1.6, -0.2], [-0.1, -1.2, 1.6], [-0.7, 0.8, -0.6], [0.4, 1.0, -1.1], [-0.6, -0.7, 0.0], [-0.7, -0.1, -1.7], [0.1, 1.2, -0.1], [-1.4, -0.2, 0.7], [-0.6, 1.0, -1.4], [-0.2, 0.1, 0.3], [0.4, 0.0, 0.5], [-0.4, -0.9, -1.2]],
  "mulliken_charge": [0.219, -0.393, -0.272, -0.493, -1.063, -0.080, 0.519, 0.165, 0.300, 0.323, 0.387, 0.287, 0.253, 0.378, 0.287, 0.182]
}

=====

2.
{
  "formula": "C43H78N4O4S",
  "method": "the ωB97M-V functional and the def2-TZVPD basis",
  "orbital_gap_ev": 7.1704,
  "energy_ha": -2603.358870,
  "homo_ev": -7.902,
  "de_lowest_kj_mol": 0.00,
  "smiles": "CCCCCCCCCCCCC1=CC(=O)c2cc(C[C@@H](O)CN)c(CCCCNC(C)=O)c(S)c2C1=O.CCN(CC)CC.CCN(CC)CC",
  "elements": ["S", "O", "O", "O", "O", "N", "N", "N", "N", "C", "C", "C", "C", "C", "C", "C", "C", "C", "C", "C", "C", "C", "C", "C", "C", "C", "C", "C", "C", "C", "C", "C", "C", "C", "C", "C", "C", "C", "C", "C", "C", "C", "C", "C", "C", "C", "C", "C", "C", "C", "C", "C", "H", "H", "H", "H", "H", "H", "H", "H", "H", "H", "H", "H", "H", "H", "H", "H", "H", "H", "H", "H", "H", "H", "H", "H", "H", "H", "H", "H", "H", "H", "H", "H", "H", "H", "H", "H", "H", "H", "H", "H", "H", "H", "H", "H", "H", "H", "H", "H", "H", "H", "H", "H", "H", "H", "H", "H", "H", "H", "H", "H", "H", "H", "H", "H", "H", "H", "H", "H", "H", "H", "H", "H", "H", "H", "H", "H", "H", "H"],
  "coordinates": [[4.480, 1.186, 3.751], [1.581, 0.220, 3.409], [1.368, -1.061, -1.225], [7.664, 0.808, 6.426], [7.747, -1.517, -2.333], [5.371, -3.000, -0.083], [-2.013, -5.019, -1.206], [8.820, 2.424, 5.261], [-4.095, 2.236, -4.335], [8.474, 1.080, 5.582], [-0.806, -3.295, 0.107], [4.251, 0.789, 2.045], [-1.963, -6.003, -2.272], [5.265, 0.245, -0.102], [8.151, 2.926, 2.900], [-0.991, 3.684, 0.550], [-0.502, 3.256, 1.935], [-5.452, 2.666, -4.617], [-0.883, -4.108, -1.179], [-4.995, 0.225, 1.008], [-2.503, 3.966, 0.488], [-3.318, 2.756, 0.958], [6.583, -1.378, -1.524], [-2.646, 0.603, -3.156], [5.412, 0.712, 1.224], [-2.018, -5.512, -3.724], [6.985, 2.603, 1.968], [6.759, 1.090, 1.788], [-6.265, 1.876, -5.650], [-3.301, -4.383, -0.990], [6.423, 0.081, -1.074], [-4.022, 0.920, -3.727], [-6.649, -0.705, 2.743], [2.988, 0.472, 1.505], [2.870, 0.071, 0.176], [9.194, 0.002, 4.831], [1.532, -0.211, -0.387], [-7.078, -2.062, 3.335], [1.708, 0.535, 2.253], [0.512, 0.972, 1.462], [4.000, -0.060, -0.613], [-6.002, -2.676, 4.234], [-0.505, 1.756, 2.234], [0.435, 0.596, 0.175], [-5.538, 1.629, 1.271], [-5.934, -0.908, 1.412], [-4.770, 2.726, 0.520], [-3.657, -3.244, -1.963], [7.786, 3.060, 4.378], [6.654, -2.345, -0.338], [-3.068, 1.567, -6.584], [-3.111, 2.503, -5.369], [-2.675, -0.342, -2.613], [-7.315, 2.171, -5.591], [-2.131, 1.713, -7.125], [-5.043, -2.219, 4.007], [-2.714, 4.849, 1.081], [8.789, 2.923, 6.144], [-5.262, 3.686, 0.639], [-3.017, -5.185, -4.009], [-6.209, -2.524, 5.288], [0.037, -4.695, -1.255], [-0.796, -3.958, 0.973], [0.110, -2.708, 0.109], [7.432, -3.071, -0.576], [-5.421, 3.717, -4.918], [-5.398, 1.832, 2.333], [-2.320, 1.382, -2.465], [-6.608, 1.706, 1.092], [-2.770, -6.723, -2.110], [-2.123, 2.497, -4.903], [5.481, -3.821, 0.490], [-3.325, -3.994, 0.031], [7.548, 0.775, 1.123], [-5.891, -3.742, 4.071], [6.925, 0.572, 2.733], [-2.829, 1.876, 0.558], [-6.013, -0.192, 3.457], [-3.258, 2.711, 2.045], [-4.487, -2.657, -1.560], [-7.561, -0.144, 2.558], [-0.271, 1.622, 3.285], [-3.877, 1.764, -7.286], [6.957, -1.820, 0.567], [-0.493, 4.625, 0.317], [-5.327, -1.811, 1.501], [0.531, 3.589, 2.037], [-2.822, -2.561, -2.116], [-4.773, 2.448, -0.533], [7.364, 0.419, -0.667], [8.559, 3.880, 2.580], [-0.690, 3.006, -0.239], [-5.999, 2.653, -3.669], [8.368, -0.831, -2.073], [9.509, -0.755, 5.537], [-4.086, -5.143, -1.009], [-1.635, -2.593, 0.216], [-1.058, 3.809, 2.688], [-5.935, 2.073, -6.669], [-3.252, 3.532, -5.711], [3.878, -0.395, -1.631], [3.285, 1.714, 4.013], [-7.218, -2.737, 2.492], [-2.741, 4.142, -0.560], [-1.037, -6.572, -2.141], [8.939, 2.185, 2.801], [4.899, -3.246, -0.940], [-3.116, 0.516, -6.294], [-4.311, 0.114, -4.420], [10.078, 0.394, 4.339], [6.164, 0.665, -1.953], [6.073, 3.118, 2.242], [-4.080, 0.111, 1.590], [-1.896, 0.501, -3.941], [-0.405, 0.840, -0.452], [-3.974, -3.619, -2.934], [7.256, 2.981, 0.983], [7.715, 4.099, 4.669], [-4.749, 0.896, -2.913], [-6.219, 0.801, -5.473], [-4.686, 0.132, -0.032], [-1.746, -6.329, -4.396], [8.547, -0.448, 4.086], [5.736, -1.636, -2.153], [-8.044, -1.997, 3.825], [-6.641, -1.120, 0.614], [-1.479, 1.303, 2.090], [-1.320, -4.694, -3.906], [6.821, 2.609, 4.596], [-0.884, -3.425, -2.043]],
  "atomic_forces_ev_per_a": [[0.4, 0.1, 0.0], [0.0, 0.1, 0.6], [-0.2, -0.2, -0.8], [-0.2, 0.0, 0.5], [-0.2, 0.2, -0.1], [-0.1, 0.5, 0.1], [-0.1, -0.2, 0.2], [-0.1, 0.7, 0.0], [-0.1, 0.1, 0.0], [0.0, -0.2, -0.1], [0.0, 0.0, 0.0], [-0.2, -0.4, -0.6], [0.1, -0.1, 0.0], [0.0, 0.3, 0.2], [-0.4, 0.4, 0.1], [-0.3, 0.8, 0.4], [0.5, -0.1, -0.6], [-0.2, 0.1, 0.1], [0.0, 0.2, 0.0], [-0.1, 0.2, 0.3], [0.4, -1.0, -0.3], [0.1, 0.7, 0.0], [0.3, 0.2, 0.5], [0.0, 0.0, 0.0], [-0.6, -0.4, -0.3], [0.0, -0.1, 0.0], [0.3, -0.2, -0.5], [-0.2, 0.3, 0.3], [0.0, 0.1, 0.0], [-0.1, 0.3, -0.1], [-0.9, -0.4, -0.1], [0.2, -0.1, 0.0], [-0.7, -0.7, -0.2], [0.6, 0.2, 0.2], [0.9, 0.2, 0.0], [0.5, 0.2, -0.3], [0.0, 0.1, 0.3], [0.4, -0.1, -0.4], [0.1, -0.1, -0.4], [-0.1, 0.2, -0.5], [0.0, 0.1, 0.6], [-0.1, 0.1, -0.1], [-0.2, -0.3, 0.3], [0.0, 0.3, 0.8], [0.3, 0.4, 0.2], [0.6, -0.1, 0.1], [-0.1, -0.8, 0.0], [-0.3, -0.1, 0.2], [0.4, -0.7, 0.2], [-0.1, -0.6, -0.2], [0.0, 0.1, -0.1], [0.2, 0.0, -0.1], [0.0, 0.0, 0.0], [0.0, 0.0, 0.0], [0.0, 0.0, 0.0], [0.2, 0.0, 0.0], [-0.3, 0.2, 0.0], [-0.1, 0.0, 0.1], [0.0, 0.2, 0.0], [0.0, 0.1, 0.0], [0.0, 0.1, 0.2], [-0.1, -0.1, -0.1], [-0.1, 0.0, 0.0], [0.0, 0.0, 0.0], [0.2, 0.0, -0.1], [0.1, 0.0, 0.0], [-0.2, 0.0, 0.2], [0.0, 0.1, 0.0], [-0.1, -0.1, -0.3], [0.0, 0.1, 0.0], [0.0, 0.0, 0.0], [0.0, -0.1, 0.0], [0.1, 0.1, 0.0], [0.2, -0.4, 0.0], [0.0, -0.2, 0.0], [-0.1, -0.1, 0.2], [0.1, -0.4, 0.0], [0.0, 0.3, 0.1], [0.0, -0.2, 0.2], [0.0, 0.0, 0.0], [0.1, 0.5, 0.2], [0.0, -0.1, 0.2], [0.0, -0.1, 0.0], [0.1, 0.1, 0.1], [0.1, 0.1, -0.1], [0.1, -0.2, -0.1], [0.2, 0.1, 0.1], [0.0, 0.0, 0.0], [-0.2, 0.3, -0.4], [0.3, 0.2, 0.1], [0.3, 0.1, -0.1], [0.0, -0.3, -0.1], [0.0, -0.1, 0.0], [0.1, 0.0, 0.0], [-0.1, -0.3, 0.1], [0.1, -0.1, -0.1], [0.0, 0.0, 0.0], [-0.2, -0.1, 0.2], [0.0, -0.1, 0.0], [-0.1, 0.0, 0.0], [0.0, -0.1, -0.2], [-0.2, -0.1, -0.1], [-0.2, -0.1, -0.2], [-0.2, 0.4, -0.1], [0.0, 0.1, 0.0], [0.1, -0.1, -0.1], [0.0, -0.2, -0.1], [0.0, 0.0, 0.0], [0.0, 0.0, 0.0], [0.0, 0.1, -0.1], [0.3, 0.2, -0.2], [-0.2, 0.1, 0.3], [0.2, 0.0, 0.1], [0.0, 0.0, 0.0], [-0.3, -0.2, -0.1], [0.1, 0.0, 0.0], [-0.1, 0.1, -0.2], [0.0, 0.2, 0.0], [-0.1, 0.0, 0.0], [0.0, 0.0, 0.0], [-0.1, -0.1, -0.3], [0.0, 0.0, 0.0], [-0.2, -0.1, 0.0], [-0.1, -0.2, -0.1], [-0.1, 0.1, 0.3], [-0.3, 0.1, 0.0], [-0.2, 0.1, -0.1], [0.0, 0.0, 0.0], [-0.3, 0.0, -0.1], [0.1, 0.1, 0.1]],
  "mulliken_charge": [-0.187, -0.607, -0.587, -0.551, -0.598, -0.400, 0.090, -0.436, 0.249, 0.621, -1.008, 1.651, -0.700, 0.460, -0.706, -0.438, -0.994, -0.576, -0.463, 0.325, -1.099, 0.231, 0.535, -1.004, -0.655, -0.963, -0.693, -1.310, -1.025, -0.817, -1.527, -0.776, -0.697, 0.699, 0.440, -1.022, -0.732, -0.579, -0.657, 0.503, -0.869, -1.192, -0.225, -0.176, -0.861, -0.643, -0.654, -0.456, -0.507, -0.588, -0.982, -0.685, 0.070, 0.434, 0.373, 0.321, 0.353, 0.315, 0.496, 0.243, 0.310, 0.557, 0.341, 0.221, 0.384, 0.419, 0.287, 0.168, 0.451, 0.362, 0.335, 0.223, 0.296, 0.515, 0.326, 0.116, -0.103, 0.365, 0.437, 0.388, 0.334, 0.535, 0.275, 0.046, 0.313, 0.291, 0.478, -0.092, -0.131, 0.494, 0.360, 0.269, 0.277, 0.381, 0.371, 0.395, 0.066, 0.424, 0.234, 0.409, 0.567, 0.139, 0.302, 0.346, 0.421, 0.335, 0.195, 0.244, 0.248, 0.360, 0.318, 0.410, -0.058, 0.522, 0.725, 0.266, 0.368, 0.463, 0.555, 0.254, 0.048, 0.398, 0.151, 0.344, 0.448, 0.274, -0.179, 0.256, 0.233, 0.151]
}